66
Properties=species:S:1:pos:R:3:forces:R:3 method="wB97M-V/def2-TZVPD" homo_ev="-17.84 / -17.84" relative_energy_kj_mol=102.67 energy_ha=-1689.55524 e_lumo_ev="-11.6 / -11.6" charge=+3 gap_ha="0.228 / 0.228"
Pd 0.5861 0.0324 1.1426 1.0 0.3 1.9
N 1.4708 -1.1266 2.7633 -0.1 -0.3 -0.5
C 2.2196 -0.2808 3.7196 0.1 0.0 0.2
C 2.7905 0.8384 2.9172 0.3 0.2 0.0
N 1.6999 1.5145 2.1579 -0.6 0.0 -0.2
C 2.3317 2.4548 1.1892 0.2 0.1 0.1
C 1.3195 2.9037 0.1820 -0.1 0.2 0.0
N 0.7528 1.6891 -0.4337 -0.3 -0.8 -0.4
C 0.8021 2.3087 3.1066 0.2 -0.1 0.1
C -0.5187 1.6611 3.4933 0.0 -0.1 -0.2
N -1.2137 1.2259 2.2752 -0.5 0.0 -0.3
H 0.8214 -1.7143 3.2685 0.0 0.0 0.1
H 2.1188 -1.7660 2.3041 0.0 0.0 0.0
H 3.0054 -0.8418 4.2276 0.0 0.0 -0.1
H 1.5369 0.0704 4.4902 0.0 0.0 0.0
H 3.5122 0.4631 2.1887 0.0 -0.1 0.0
H 3.3124 1.5651 3.5453 0.0 0.0 0.0
H 3.1443 1.9203 0.6937 0.0 0.0 0.0
H 2.7766 3.2983 1.7241 0.0 0.0 0.0
H 1.7825 3.5496 -0.5667 0.0 0.0 0.0
H 0.5093 3.4778 0.6304 0.0 0.0 0.0
H 1.3969 1.3474 -1.1424 0.1 0.1 0.0
H -0.0883 1.9194 -0.9500 -0.1 0.1 0.0
H 0.5937 3.2684 2.6386 0.0 0.0 0.0
H 1.3933 2.5231 3.9985 0.0 0.1 0.0
H -1.1055 2.3816 4.0676 0.1 0.1 0.1
H -0.3742 0.7927 4.1349 0.0 0.0 0.0
H -1.5343 2.0226 1.7317 0.0 0.1 0.2
H -2.0554 0.6951 2.4786 0.1 0.0 0.2
C -3.5464 0.2489 -0.5436 -0.1 -0.1 0.0
Si -2.2855 0.4264 -1.8923 0.0 0.1 0.0
C -1.9350 2.2242 -2.2266 0.0 0.0 -0.1
C -2.7003 -0.4566 -3.5009 0.0 0.0 0.0
C -0.7177 -0.6522 -1.4606 -0.1 -0.1 -0.8
C -1.0397 -1.8145 -0.6291 0.2 0.1 0.5
C -1.8111 -2.8858 -1.0535 0.0 0.0 0.0
C -2.0128 -3.9362 -0.1760 0.0 0.0 0.0
C -1.4794 -3.8549 1.1003 0.0 0.0 0.1
C -0.7569 -2.7366 1.4517 -0.1 0.1 0.0
N -0.5032 -1.7211 0.6038 -0.1 0.0 -0.7
Si 0.9520 -0.9624 -2.4500 0.1 0.0 0.0
C 0.3709 -2.3203 -3.5995 0.0 0.1 0.0
C 2.2205 -1.5908 -1.2275 0.0 0.0 0.2
C 1.5143 0.5382 -3.4020 0.0 0.0 0.0
H -4.5487 0.2446 -0.9810 0.0 0.0 0.0
H -3.5166 1.1001 0.1393 0.0 0.0 0.0
H -3.4600 -0.6720 0.0354 0.0 0.0 0.0
H -2.8076 2.5955 -2.7755 0.0 0.0 0.0
H -1.0766 2.4403 -2.8635 0.0 0.0 0.0
H -1.8907 2.8316 -1.3188 0.0 0.0 0.0
H -3.6038 0.0760 -3.8247 0.0 0.0 0.0
H -2.9635 -1.5080 -3.4202 0.0 0.0 0.0
H -1.9447 -0.3214 -4.2730 0.0 0.0 0.0
H -2.2304 -2.9071 -2.0475 0.0 0.0 0.0
H -2.5950 -4.7971 -0.4784 0.0 0.0 0.0
H -1.6276 -4.6439 1.8240 0.0 0.0 0.0
H -0.3905 -2.6592 2.4571 0.0 0.0 0.1
H 0.0317 -3.2227 -3.0948 0.0 0.0 0.0
H 1.2727 -2.5778 -4.1677 0.0 0.0 0.0
H -0.3784 -1.9946 -4.3189 0.0 0.0 0.0
H 2.0376 -2.6344 -0.9624 0.0 0.0 -0.1
H 2.2543 -1.0263 -0.2845 0.1 0.0 -0.3
H 3.2142 -1.5275 -1.6778 0.0 -0.1 -0.1
H 0.7649 1.3189 -3.5326 0.0 0.0 0.0
H 1.7767 0.1983 -4.4080 0.0 0.0 0.0
H 2.4256 0.9863 -2.9975 0.0 0.0 0.0